# 1
55
Properties=species:S:1:pos:R:3:forces:R:3 method="wB97M-V/def2-TZVPD" homo_energy_ev=-9.31 e_lumo_ev=0.5 total_charge=0 gap_ev=9.851 e_above_lowest_kj_mol=154.20
C -0.523386 0.638555 4.063908 -1.795 0.671 -0.163
O -1.713254 1.398987 3.598458 1.228 -0.924 0.183
H -0.697716 0.379263 5.115592 0.462 0.182 -0.148
H -0.506228 -0.288862 3.494225 0.028 0.123 -0.080
H 0.389637 1.204442 3.886805 0.022 -0.077 0.205
H -1.582769 2.327283 3.805746 0.095 -0.005 0.098
C -1.266022 2.690372 -3.205521 -0.148 -0.331 -0.742
O -1.550488 3.482427 -2.094755 -0.009 0.483 0.437
H -0.578361 3.178598 -3.909959 0.068 -0.152 0.137
H -0.892222 1.696226 -2.924568 0.127 0.101 -0.045
H -2.200569 2.539296 -3.754770 0.057 -0.022 0.140
H -0.750330 3.923436 -1.802452 0.049 -0.027 0.036
C -4.418137 -1.030380 -1.602337 -0.196 0.644 0.145
O -5.135313 -0.016418 -0.846773 0.397 -0.422 -0.279
H -3.425172 -1.127473 -1.174568 0.016 -0.037 0.208
H -4.944066 -1.984032 -1.549460 -0.005 0.025 -0.033
H -4.280838 -0.727117 -2.644290 -0.159 -0.042 0.068
H -5.760629 0.422784 -1.427587 -0.117 -0.128 -0.101
C -3.466035 2.589374 1.096143 -0.529 -0.042 0.065
O -3.802517 2.487419 -0.293384 -0.366 -0.829 0.679
H -4.027132 3.414404 1.566206 0.211 -0.099 -0.166
H -3.726463 1.679895 1.653835 0.070 0.093 -0.191
H -2.397372 2.751242 1.257847 -0.030 0.066 -0.323
H -4.327769 1.656860 -0.379578 0.636 0.696 -0.059
C 2.923356 -0.755858 3.416730 0.333 0.526 -0.455
O 3.417526 -0.156176 4.597703 -0.176 -0.287 0.638
H 3.749677 -0.902334 2.718114 -0.234 -0.154 -0.220
H 2.467379 -1.712873 3.640377 -0.032 -0.088 0.261
H 2.176448 -0.093627 2.968284 -0.061 -0.225 -0.244
H 3.874440 0.642075 4.339750 0.170 0.210 -0.014
C 1.084282 -4.536031 0.874974 0.233 0.219 0.308
O -0.330840 -4.556138 0.851471 -0.213 0.200 -0.182
H 1.431283 -4.022661 -0.015564 -0.048 -0.035 -0.174
H 1.460191 -3.966125 1.736464 -0.021 -0.185 -0.043
H 1.496654 -5.546320 0.899093 0.091 0.039 -0.044
H -0.633301 -5.232973 1.454699 -0.105 -0.136 0.176
C -0.298532 -0.471382 0.525062 -0.733 0.083 -0.559
O -0.895011 -1.592961 -0.143044 -0.089 0.141 0.631
H -1.010883 0.040849 1.185286 0.154 -0.281 0.174
H 0.600284 -0.787681 1.051109 0.158 0.242 0.099
H -0.085496 0.274352 -0.245324 0.346 -0.202 0.031
H -1.198130 -2.197324 0.555292 0.202 -0.002 -0.496
C 2.807847 1.574203 -3.250621 0.169 0.873 -1.310
C 2.616309 0.352437 -2.460651 0.426 -1.118 0.682
C 3.380770 -0.890941 -3.035372 -0.637 0.140 1.028
O 3.982970 -1.458026 -1.858882 -0.158 0.494 0.148
C 3.922821 -0.569305 -0.815914 -1.054 0.304 -2.262
O 4.422577 -0.731959 0.219249 1.228 -0.622 2.300
O 3.208486 0.535977 -1.129996 -0.218 -0.710 -1.241
H 2.118776 1.591262 -4.103147 0.025 -0.013 0.135
H 3.813258 1.580089 -3.677498 0.036 0.238 0.145
H 2.657079 2.487955 -2.685068 -0.088 0.001 0.173
H 1.561850 0.107489 -2.312251 0.072 0.020 0.093
H 4.161438 -0.666955 -3.758868 0.044 0.304 0.036
H 2.699622 -1.625609 -3.470195 0.069 0.074 0.116

---

# 2
10
Properties=species:S:1:pos:R:3:forces:R:3 method="wB97M-V/def2-TZVPD" homo_energy_ev="-6.01 / -8.85" spin_multiplicity=5 e_lumo_ev="-0.5 / -0.5" total_charge=0 gap_ev="5.554 / 8.369" e_above_lowest_kj_mol=0.00
C 1.792230 0.180018 -1.227744 0.185 0.667 1.712
C 2.793577 -0.138270 -0.509612 0.094 -0.627 -0.696
O 0.698196 0.540910 -1.587277 -0.360 -0.540 -0.930
Li -1.052084 -0.100504 -1.526685 0.416 -0.018 0.527
H 3.798468 0.266003 -0.456122 -0.333 -0.223 -0.116
C -1.495074 -1.043790 0.423125 -0.181 -0.691 -0.776
C -0.547477 -1.855693 0.339031 -0.028 2.176 1.344
O 0.601304 -2.288229 0.450029 -0.879 -1.034 -0.623
Co 2.468898 -2.235052 0.064744 0.826 0.643 -0.201
H -2.422458 -0.758203 0.894811 0.261 -0.353 -0.242

---

# 3
31
Properties=species:S:1:pos:R:3:forces:R:3 method="wB97M-V/def2-TZVPD" homo_energy_ev=-12.61 e_lumo_ev=-5.9 total_charge=+1 gap_ev=6.722
O 0.555824 -1.926707 2.563878 0.005 -0.441 0.959
C 0.533391 -1.121210 1.679401 0.019 0.302 -0.458
C -0.614344 -0.890583 0.784200 -0.540 0.201 -0.436
C -1.926872 -0.947700 1.226158 0.039 -0.092 -0.232
C -2.954154 -0.697306 0.323195 -0.061 -0.006 -0.031
C -2.698817 -0.408296 -1.014961 0.269 0.189 0.043
P -3.993990 -0.110096 -2.241218 -0.093 -0.192 -0.577
O -4.097650 -1.153306 -3.245404 -0.069 -0.166 0.065
O -5.337351 0.132985 -1.419200 0.363 0.151 0.198
O -3.590811 1.298676 -2.889652 0.082 0.019 0.417
C -1.377311 -0.356931 -1.464145 0.224 -0.315 0.431
C -0.352493 -0.591100 -0.559332 -0.070 0.116 0.155
C 1.069913 -0.526109 -0.975824 -0.355 0.128 0.713
O 1.478208 -0.948011 -2.014939 0.365 -0.107 -0.971
C 1.986819 0.061342 0.059626 0.151 0.110 0.358
C 3.068863 0.905641 -0.263354 -0.034 -0.457 0.229
S 3.419283 1.468561 -1.890901 0.369 0.451 -0.096
C 3.856471 1.381966 0.784697 0.076 0.147 -0.262
C 3.601640 1.039661 2.112846 0.344 -0.129 -0.014
C 2.523177 0.213279 2.425069 0.332 -0.730 0.219
C 1.723006 -0.263109 1.385539 0.068 -0.068 -0.489
H -2.145732 -1.171741 2.257294 -0.007 -0.081 0.134
H -3.977446 -0.734471 0.664140 -0.110 -0.032 0.062
H -5.266763 0.923333 -0.866881 -0.351 0.003 0.002
H -3.166566 1.897128 -2.262097 -0.031 0.149 -0.153
H -1.115073 -0.149494 -2.489910 -0.128 0.014 -0.198
H 3.342225 0.318062 -2.571626 -0.260 -0.129 0.229
H 4.669453 2.047614 0.537753 0.155 0.015 0.081
H 4.215370 1.425150 2.916546 0.037 0.427 0.007
H 2.275263 -0.034286 3.454731 -0.312 0.214 0.108
Cu 4.296468 -1.082943 2.994369 -0.476 0.310 -0.492